No. 1
3 unconnected molecules or ions with the total composition C22H40Br2FN3O8PS in a non-equilibrium geometry, computed with ωB97M-V with the def2-TZVPD basis set.

Cartesian coordinates (Å):
C -2.15 1.62 -1.49
C -0.99 2.06 -0.94
C -0.09 1.17 -0.11
C -1.03 0.76 1.08
Br -1.70 -1.01 1.41
C -1.51 1.64 1.98
C -2.42 1.30 3.13
Br -1.13 3.51 1.94
C 1.17 1.86 0.52
N 1.50 3.25 0.21
C 2.32 0.90 0.43
N 3.50 1.04 1.10
C 3.45 1.64 2.44
C 4.86 2.01 2.92
N 2.03 -0.06 -0.40
C 3.02 -1.13 -0.61
C 3.90 -1.04 -1.86
C 0.69 0.15 -1.04
C 0.87 0.61 -2.52
C 1.55 1.90 -2.98
C 3.06 2.04 -2.77
F 0.97 3.10 -2.63
P -0.01 -1.58 -1.40
O 0.96 -2.25 -2.51
O 0.24 -2.58 -0.15
S -1.79 -1.57 -2.09
H -2.36 1.67 -2.55
H -2.90 1.14 -0.85
H -0.72 3.10 -1.04
H -1.87 0.63 3.79
H -2.67 2.19 3.70
H -3.34 0.83 2.80
H 0.99 1.88 1.60
H 2.42 3.31 -0.20
H 1.55 3.80 1.06
H 4.25 1.45 0.54
H 3.01 0.98 3.19
H 2.87 2.56 2.47
H 5.30 1.17 3.45
H 4.77 2.82 3.65
H 5.49 2.38 2.11
H 3.70 -1.19 0.23
H 2.57 -2.12 -0.64
H 4.53 -1.93 -1.83
H 4.56 -0.18 -1.79
H 3.34 -1.10 -2.78
H 1.41 -0.15 -3.07
H -0.12 0.59 -2.97
H 1.47 1.87 -4.07
H 3.37 2.12 -1.73
H 3.60 1.30 -3.34
H 3.31 3.00 -3.22
H 1.07 -3.19 -2.31
H 0.65 -2.08 0.56
C -6.76 -2.07 -7.12
O -5.41 -1.68 -7.40
C -4.69 -1.42 -6.32
O -5.06 -1.47 -5.18
O -3.46 -1.07 -6.71
C -2.57 -0.76 -5.64
H -7.24 -2.26 -8.08
H -6.79 -2.98 -6.52
H -7.29 -1.27 -6.61
H -2.44 -1.62 -4.99
H -2.94 0.09 -5.07
H -1.62 -0.50 -6.09
C -2.13 -2.61 9.26
O -1.76 -3.26 8.04
C -1.27 -2.44 7.11
O -1.13 -1.25 7.21
O -0.97 -3.17 6.03
C -0.43 -2.41 4.96
H -2.51 -3.38 9.92
H -1.27 -2.13 9.72
H -2.92 -1.88 9.08
H 0.49 -1.92 5.25
H -1.16 -1.67 4.61
H -0.23 -3.10 4.14

The calculation puts the HOMO energy at -10.7 eV. The frontier orbital gap is 7.07 eV. As for the total charge: +1. The molar mass comes out at 716.42 g mol⁻¹. The energy relative to the best compared isomer or geometry (same formula, charge and spin) is 0.0 kJ/mol.

No. 2
A molecular structure, C22H40BrClO6STl in a non-equilibrium geometry, computed with ωB97M-V with the def2-TZVPD basis set.

Cartesian coordinates (Å):
C 1.74 0.40 3.42
C 0.57 -0.56 3.15
C -0.83 -0.07 3.63
Br -0.79 1.29 4.98
C -1.68 0.37 2.46
C -1.17 1.50 1.56
C -2.12 1.69 0.36
C -1.54 2.77 -0.54
C -0.18 2.45 -1.21
C 0.04 1.00 -1.67
C 1.16 0.90 -2.74
C 2.34 -0.02 -2.39
C 3.67 0.77 -2.30
C 4.90 -0.15 -2.42
C 4.93 -1.24 -1.31
C 4.62 -2.61 -1.91
C 4.22 -3.68 -0.89
O 3.09 -3.30 -0.15
C 3.31 -2.94 1.19
C -3.55 2.04 0.81
Cl -3.68 3.68 1.43
C -4.51 2.00 -0.47
C -5.60 0.98 -0.37
O -5.06 -0.34 -0.47
C -5.98 -1.32 -0.30
C -5.49 -2.71 -0.64
O -7.11 -1.14 0.12
O -4.11 1.13 1.74
S -3.27 0.82 3.06
O -3.13 2.04 3.84
O -3.84 -0.27 3.75
H 1.47 1.44 3.24
H 2.54 0.18 2.71
H 2.11 0.27 4.43
H 0.76 -1.54 3.55
H 0.52 -0.69 2.07
H -1.30 -0.94 4.07
H -1.82 -0.50 1.81
H -0.15 1.29 1.25
H -1.17 2.43 2.14
H -2.19 0.74 -0.17
H -2.23 3.04 -1.34
H -1.40 3.68 0.04
H -0.12 3.10 -2.08
H 0.62 2.76 -0.54
H 0.38 0.43 -0.80
H -0.89 0.57 -2.04
H 0.72 0.55 -3.66
H 1.54 1.90 -2.94
H 2.44 -0.82 -3.12
H 2.20 -0.49 -1.42
H 3.64 1.46 -3.14
H 3.68 1.34 -1.38
H 4.87 -0.67 -3.38
H 5.84 0.45 -2.35
H 5.96 -1.28 -0.95
H 4.26 -0.98 -0.50
H 5.52 -2.97 -2.42
H 3.86 -2.53 -2.68
H 3.97 -4.58 -1.45
H 5.07 -3.93 -0.25
H 2.79 -1.99 1.38
H 4.36 -2.78 1.42
H 2.86 -3.69 1.83
H -3.90 1.78 -1.34
H -4.97 2.96 -0.66
H -6.25 1.10 0.49
H -6.26 1.15 -1.23
H -6.34 -3.38 -0.66
H -4.81 -3.04 0.13
H -5.04 -2.71 -1.63
Tl 5.91 1.42 -4.18

The calculation puts the HOMO energy at -16.7 eV. The frontier orbital gap is 1.70 eV. As for the total charge: +3. The molar mass comes out at 752.36 g mol⁻¹.

No. 3
A molecular structure, C22H40GeN7O2PbSe, computed with ωB97M-V with the def2-TZVPD basis set.

Cartesian coordinates (Å):
Pb 0.26 0.37 0.00
C -1.50 -2.51 -0.85
C -2.40 -1.30 -1.11
N -2.18 -0.24 -0.13
C -2.75 -0.46 1.20
C -1.80 -1.16 2.14
C -2.27 -1.92 3.20
C -1.37 -2.54 4.03
C -0.01 -2.44 3.76
C 0.40 -1.67 2.68
C 1.86 -1.54 2.34
N 2.08 -1.30 0.92
C 2.16 -2.49 0.07
C 0.80 -3.09 -0.21
N -0.09 -2.14 -0.89
N -0.49 -1.03 1.91
H -1.75 -3.30 -1.56
H -1.71 -2.91 0.15
H -3.44 -1.63 -1.13
H -2.16 -0.88 -2.09
H -2.51 0.64 -0.49
H -3.68 -1.04 1.15
H -2.98 0.51 1.63
H -3.34 -2.01 3.36
H -1.71 -3.14 4.87
H 0.72 -2.94 4.37
H 2.39 -2.44 2.68
H 2.26 -0.69 2.88
H 2.90 -0.72 0.81
H 2.80 -3.26 0.52
H 2.63 -2.18 -0.87
H 0.31 -3.38 0.73
H 0.93 -4.01 -0.79
H 0.21 -2.05 -1.86
N -1.68 4.06 1.85
C -0.74 3.09 1.75
O -1.09 1.95 1.32
C 0.60 3.42 2.09
C 1.54 2.39 2.03
N 2.28 1.50 1.92
C 0.95 4.72 2.52
N 1.22 5.79 2.85
H -2.63 3.82 1.69
H -1.46 4.94 2.29
C -0.44 0.97 -4.28
C -0.43 2.09 -3.28
O -1.34 1.82 -2.19
H 0.28 1.16 -5.08
H -1.43 0.85 -4.74
H -0.17 0.03 -3.80
H -0.69 3.05 -3.74
H 0.56 2.20 -2.84
H -2.14 2.34 -2.33
C 6.69 -2.36 -4.24
Ge 5.16 -1.92 -3.11
C 3.72 -3.22 -3.36
C 5.70 -1.84 -1.23
C 4.43 -0.16 -3.65
Se 2.95 0.40 -2.50
C 4.02 1.43 -1.25
H 7.09 -3.34 -3.98
H 7.49 -1.62 -4.11
H 6.40 -2.37 -5.29
H 3.91 -4.14 -2.80
H 3.61 -3.48 -4.41
H 2.77 -2.80 -3.01
H 6.03 -2.83 -0.90
H 4.87 -1.52 -0.59
H 6.53 -1.15 -1.09
H 4.05 -0.21 -4.67
H 5.17 0.63 -3.62
H 4.82 0.81 -0.86
H 3.39 1.76 -0.43
H 4.43 2.30 -1.76

The calculation puts the HOMO energy at -10.3 eV. The frontier orbital gap is 7.95 eV. As for the total charge: +1. The molar mass comes out at 793.38 g mol⁻¹. The energy relative to the best compared isomer or geometry (same formula, charge and spin) is 0.0 kJ/mol.

Question: Which value of frontier orbital gap does entry 2 give?
Answer: 1.70 eV

Question: What is the frontier orbital gap in the third record?
Answer: 7.95 eV